1.
{
  "formula": "C29H51CrNO2SSi2",
  "method": "the ωB97M-V functional and the def2-TZVPD basis",
  "orbital_gap_ev": [6.810, 7.933],
  "e_lumo_ev": [-2.5, -2.6],
  "e_above_lowest_kj_mol": 174.0,
  "multiplicity": 4,
  "max_force_ev_per_a": 2.73,
  "total_charge": 1,
  "homo_ev": [-9.33, -10.52],
  "species": ["O", "O", "C", "C", "H", "H", "H", "H", "H", "C", "C", "H", "H", "H", "H", "H", "C", "C", "C", "H", "H", "H", "H", "H", "C", "H", "H", "H", "H", "H", "H", "Cr", "C", "Si", "H", "H", "C", "C", "C", "C", "Si", "H", "H", "C", "C", "C", "H", "H", "H", "H", "H", "H", "H", "H", "H", "H", "H", "H", "H", "H", "H", "H", "H", "H", "S", "C", "C", "C", "C", "C", "C", "N", "C", "C", "C", "C", "C", "C", "C", "H", "H", "H", "H", "H", "H", "H", "H"],
  "xyz": [[-0.4596, -1.1197, -2.2247], [0.6119, 0.4856, -3.4448], [0.2157, -2.3400, -2.6163], [-0.4549, -3.6388, -2.1270], [1.2418, -2.3363, -2.2597], [0.3522, -2.3789, -3.6961], [-0.5322, -3.6578, -1.0414], [0.1320, -4.5076, -2.4247], [-1.4546, -3.7659, -2.5407], [-1.7214, -0.9813, -2.9319], [-1.7828, -1.2153, -4.4630], [-2.0832, 0.0225, -2.7268], [-2.4469, -1.6663, -2.5051], [-1.0161, -0.6520, -4.9915], [-2.7467, -0.8971, -4.8589], [-1.6610, -2.2662, -4.7219], [0.1389, 1.8258, -3.2962], [1.8786, 0.2000, -4.0323], [-0.7643, 2.2441, -4.4592], [0.9681, 2.5242, -3.1756], [-0.4558, 1.8870, -2.3874], [-0.2545, 2.1931, -5.4177], [-1.1071, 3.2690, -4.3242], [-1.6471, 1.6113, -4.5194], [1.8887, 0.4638, -5.5382], [2.1221, -0.8462, -3.8607], [2.6594, 0.7848, -3.5533], [1.0505, -0.0278, -6.0300], [2.8075, 0.0895, -5.9874], [1.8372, 1.5301, -5.7500], [0.3158, -0.1652, -2.6968], [-0.0270, -0.1610, 1.5180], [1.5520, -0.1579, 0.2162], [3.3989, 0.3166, 0.3953], [1.2962, -1.1837, 0.4540], [0.8540, 0.6143, -0.0860], [4.3914, -0.8605, -0.6777], [4.2193, 0.1338, 2.0684], [3.7223, 2.0834, -0.1330], [-1.7926, -1.2026, 0.9788], [-3.3744, -0.1552, 0.8722], [-1.7092, -1.3890, 2.0398], [-2.0013, -2.1954, 0.5854], [-4.6131, -0.9450, -0.2892], [-2.9880, 1.5643, 0.2678], [-4.2066, -0.0789, 2.5423], [3.1581, 2.3529, -1.0220], [4.7781, 2.2416, -0.3459], [3.4404, 2.7778, 0.6561], [4.0730, -1.8902, -0.5256], [5.4519, -0.8041, -0.4368], [4.2986, -0.6378, -1.7364], [3.9183, -0.7633, 2.5992], [4.0218, 0.9989, 2.6957], [5.3010, 0.0865, 1.9530], [-3.3554, 1.7265, -0.7445], [-1.9156, 1.7407, 0.2561], [-3.4420, 2.3201, 0.9069], [-5.1263, 0.5026, 2.4903], [-3.5696, 0.3896, 3.2848], [-4.4667, -1.0743, 2.8991], [-5.6092, -0.5362, -0.1234], [-4.6703, -2.0215, -0.1330], [-4.3685, -0.7661, -1.3346], [-0.0783, 0.7115, 5.8328], [0.0317, -0.9678, 5.7059], [0.1353, -1.8999, 6.7330], [0.2498, -3.2541, 6.3865], [0.2548, -3.6474, 5.0311], [0.1469, -2.6881, 4.0078], [0.0354, -1.3468, 4.3662], [-0.0509, -0.3040, 3.5069], [-0.0974, 0.8792, 4.1501], [-0.0778, 2.1023, 3.3541], [-0.0916, 3.4062, 3.8645], [-0.0189, 4.4896, 2.9778], [0.0759, 4.2653, 1.5972], [0.0931, 2.9584, 1.0970], [0.0121, 1.8763, 1.9858], [0.1399, -1.5866, 7.7693], [0.3395, -4.0000, 7.1661], [0.3496, -4.6946, 4.7787], [0.1592, -2.9864, 2.9670], [-0.1515, 3.5851, 4.9302], [-0.0297, 5.5027, 3.3581], [0.1350, 5.1038, 0.9147], [0.1639, 2.7965, 0.0299]],
  "lowdin_spin": [0.00, 0.00, 0.00, 0.00, 0.00, 0.00, 0.00, 0.00, 0.00, 0.00, 0.00, 0.00, 0.00, 0.00, 0.00, 0.00, 0.00, 0.00, 0.00, 0.00, 0.00, 0.00, 0.00, 0.00, 0.00, 0.00, 0.00, 0.00, 0.00, 0.00, 0.00, 3.07, -0.13, -0.01, 0.00, 0.00, 0.00, 0.00, 0.00, 0.03, 0.01, 0.01, 0.00, 0.00, 0.00, 0.00, 0.00, 0.00, 0.00, 0.00, 0.00, 0.00, 0.00, 0.00, 0.00, 0.00, 0.00, 0.00, 0.00, 0.00, 0.00, 0.00, 0.00, 0.00, 0.02, 0.00, 0.00, 0.00, 0.00, 0.00, 0.00, 0.00, 0.03, 0.01, 0.00, 0.02, 0.00, 0.01, -0.07, 0.00, 0.00, 0.00, 0.00, 0.00, 0.00, 0.00, 0.00]
}


2.
{
  "formula": "CH2FNO3",
  "method": "the ωB97M-V functional and the def2-TZVPD basis",
  "orbital_gap_ev": [9.322, 8.484],
  "e_lumo_ev": [0.3, -2.9],
  "e_above_lowest_kj_mol": 52.0,
  "multiplicity": 3,
  "max_force_ev_per_a": 2.68,
  "homo_ev": [-9.05, -11.40],
  "species": ["C", "N", "O", "O", "O", "F", "H", "H"],
  "xyz": [[0.0251, -0.2860, -0.0109], [-0.2818, -1.6714, -0.0321], [0.3257, -2.5214, 0.5290], [-1.3191, -1.7920, -0.6681], [2.3348, -0.3196, 0.5126], [2.9033, 0.1885, -0.5926], [-0.1732, 0.2544, 0.9040], [0.0757, 0.2311, -0.9554]],
  "lowdin_spin": [0.66, 0.04, 0.02, 0.14, 0.91, 0.17, 0.03, 0.03]
}


3.
{
  "formula": "C30H30N3O",
  "method": "the ωB97M-V functional and the def2-TZVPD basis",
  "orbital_gap_ev": 5.715,
  "e_lumo_ev": -4.1,
  "e_above_lowest_kj_mol": 368.0,
  "max_force_ev_per_a": 9.05,
  "total_charge": 1,
  "homo_ev": -9.82,
  "species": ["C", "C", "C", "C", "C", "N", "C", "N", "C", "C", "N", "C", "C", "H", "H", "H", "H", "H", "H", "H", "H", "H", "H", "H", "H", "H", "C", "C", "C", "C", "C", "C", "C", "C", "C", "C", "O", "C", "C", "C", "C", "C", "C", "C", "C", "C", "C", "H", "H", "H", "H", "H", "H", "H", "H", "H", "H", "H", "H", "H", "H", "H", "H", "H"],
  "xyz": [[-4.2675, -1.1559, -3.5487], [-3.3573, -2.1971, -3.3189], [-2.0086, -1.9244, -3.1434], [-1.5542, -0.5749, -3.1786], [-0.2037, -0.2287, -2.9481], [0.6000, -0.8006, -1.9984], [1.9301, -0.9173, -2.3495], [2.3151, -0.9852, -3.6184], [3.7581, -1.0041, -3.7594], [4.2396, -0.9524, -2.3217], [3.0031, -0.9730, -1.5502], [-2.4848, 0.4665, -3.4591], [-3.8279, 0.1734, -3.6182], [-5.3275, -1.3817, -3.6821], [-3.7088, -3.2307, -3.2619], [-1.2854, -2.7208, -2.9533], [0.2364, 0.6064, -3.5035], [0.3745, -0.4512, -0.8951], [1.6476, -0.9171, -4.3782], [4.0747, -1.9182, -4.2644], [4.0981, -0.1466, -4.3454], [4.8650, -1.8096, -2.0660], [4.8036, -0.0366, -2.1170], [2.9699, -0.8969, -0.5366], [-2.1111, 1.4943, -3.4856], [-4.5425, 0.9815, -3.7914], [-5.5956, -2.1886, -0.1366], [-4.1268, -1.9422, 0.0394], [-3.2467, -3.0089, 0.2567], [-1.8706, -2.8027, 0.2654], [-1.3474, -1.5138, 0.0501], [0.1307, -1.2876, -0.0508], [0.7709, -0.5953, 1.1271], [0.1731, 0.5361, 1.6923], [0.9316, 1.4872, 2.3803], [2.3110, 1.2873, 2.4966], [3.2049, 2.2488, 2.9360], [2.8638, 3.1884, 3.9172], [3.6536, 3.1769, 5.0714], [3.2835, 3.9784, 6.1482], [2.1845, 4.8378, 6.0402], [1.4724, 4.9158, 4.8398], [1.8253, 4.1079, 3.7521], [2.8931, 0.0780, 2.0847], [2.1136, -0.8795, 1.4545], [-2.2310, -0.4417, -0.0978], [-3.6066, -0.6520, -0.0883], [-6.1676, -1.2748, 0.0627], [-5.8357, -2.5079, -1.1639], [-5.9383, -2.9793, 0.5424], [-3.6603, -4.0123, 0.3893], [-1.1851, -3.6390, 0.4288], [0.6371, -2.2275, -0.2776], [-0.8946, 0.7186, 1.5813], [0.4459, 2.3768, 2.7738], [4.5126, 2.5072, 5.1118], [3.8649, 3.9257, 7.0691], [1.8915, 5.4564, 6.8902], [0.6322, 5.6039, 4.7325], [1.2956, 4.1728, 2.7994], [3.9615, -0.0629, 2.2393], [2.5497, -1.8515, 1.1977], [-1.8457, 0.5726, -0.2359], [-4.2872, 0.1919, -0.2263]],
  "lowdin_charge": [-0.06, -0.07, -0.02, -0.23, -0.05, 0.05, -0.28, 0.11, -0.11, -0.10, 0.14, -0.03, -0.07, 0.11, 0.12, 0.12, 0.14, 0.08, 0.16, 0.13, 0.13, 0.13, 0.13, 0.11, 0.12, 0.11, -0.05, -0.28, -0.03, -0.02, -0.21, -0.11, -0.19, -0.01, 0.02, -0.22, 0.01, -0.24, 0.00, -0.07, -0.08, -0.07, -0.03, 0.00, -0.08, -0.06, -0.03, 0.08, 0.08, 0.09, 0.12, 0.12, 0.13, 0.11, 0.10, 0.12, 0.11, 0.11, 0.11, 0.11, 0.13, 0.12, 0.12, 0.12]
}


4.
{
  "formula": "C35H41As2N3O11STm",
  "method": "the ωB97M-V functional and the def2-TZVPD basis",
  "orbital_gap_ev": [8.568, 8.552],
  "e_lumo_ev": [-2.6, -2.6],
  "e_above_lowest_kj_mol": 172.8,
  "multiplicity": 3,
  "max_force_ev_per_a": 3.65,
  "total_charge": 1,
  "homo_ev": [-11.19, -11.19],
  "species": ["Tm", "O", "C", "C", "O", "O", "C", "C", "C", "C", "C", "C", "C", "C", "C", "C", "C", "C", "H", "H", "H", "H", "H", "H", "H", "H", "H", "H", "H", "S", "C", "N", "C", "C", "N", "C", "C", "N", "C", "C", "H", "H", "H", "H", "H", "H", "H", "H", "H", "H", "H", "H", "C", "O", "C", "O", "C", "C", "As", "C", "C", "C", "As", "C", "C", "O", "O", "C", "C", "O", "O", "C", "C", "O", "O", "C", "H", "H", "H", "H", "H", "H", "H", "H", "H", "H", "H", "H", "H", "H", "H", "H", "H", "H"],
  "xyz": [[-1.7591, -0.5884, -0.1896], [-3.8157, 0.4680, 0.4382], [-4.8209, -0.6326, 0.7087], [-4.0662, -1.6816, 1.5973], [-4.5913, -2.1389, 2.5484], [-2.8266, -1.8154, 1.1770], [-6.0164, -0.0509, 1.3917], [-7.2603, -0.2479, 0.8373], [-8.4068, 0.0799, 1.5131], [-8.2972, 0.7574, 2.7237], [-7.0312, 1.1642, 3.1969], [-5.9250, 0.7743, 2.5357], [-5.0461, -1.2831, -0.6195], [-5.6397, -2.5495, -0.5404], [-5.7348, -3.2957, -1.7215], [-5.2531, -2.8390, -2.9307], [-4.8058, -1.5677, -3.0098], [-4.7294, -0.7792, -1.8838], [-4.2735, 1.3285, 0.5076], [-7.4026, -0.6730, -0.1551], [-9.4001, -0.1626, 1.2002], [-9.2253, 0.9383, 3.2989], [-6.9763, 1.7479, 4.1403], [-4.9475, 1.0856, 2.8854], [-6.0082, -2.8788, 0.4303], [-6.0221, -4.3393, -1.6952], [-5.2065, -3.5015, -3.7811], [-4.4625, -1.1167, -3.9426], [-4.2313, 0.2040, -1.9826], [0.7703, -0.5980, -4.3995], [-0.0490, -0.9441, -3.0910], [-0.6657, -1.1020, -2.0964], [-0.7891, 2.7354, 0.6350], [-0.5556, 4.1973, 0.2621], [-0.7617, 4.4041, -1.1181], [0.0285, 3.5173, -1.9845], [-0.4748, 2.0294, -1.6816], [-1.4426, 2.0502, -0.5500], [-2.6552, 2.9189, -0.9991], [-2.1383, 4.2597, -1.5492], [-1.5175, 2.5908, 1.5223], [0.1037, 2.0872, 0.7420], [0.4663, 4.4909, 0.5253], [-1.1758, 4.8325, 0.8893], [1.0938, 3.5860, -1.8167], [-0.1986, 3.8151, -3.0011], [0.3316, 1.3470, -1.3120], [-0.9228, 1.5039, -2.4929], [-3.3115, 3.0637, -0.0990], [-3.2688, 2.3514, -1.6433], [-2.7651, 5.1300, -1.2346], [-2.0880, 4.1953, -2.6386], [1.8688, -3.4070, 1.8274], [0.8098, -2.5088, 1.3644], [1.0933, -1.2560, 1.0535], [0.1799, -0.4229, 0.8700], [2.5029, -0.7540, 0.9107], [3.1834, -0.2753, 1.9224], [4.9699, 0.4952, 1.7804], [5.8555, -0.4681, 3.2000], [5.6753, -0.5569, 0.2033], [5.0216, -1.0829, -0.8349], [3.0086, -0.8308, -0.9598], [2.3880, -2.6464, -1.3154], [5.6094, -1.9610, -1.9505], [5.8385, -3.1248, -1.6990], [5.6564, -1.4992, -3.1835], [5.6083, -0.0900, -3.5071], [7.2181, -0.5541, 0.1654], [7.8603, -0.1045, 1.0280], [7.6711, -1.1342, -0.9244], [9.0658, -1.2355, -1.1700], [2.4225, -0.1436, 3.2347], [1.9011, -1.0820, 3.7836], [2.2746, 1.0649, 3.7113], [2.9478, 2.1508, 3.0745], [2.6692, -3.3526, 1.0732], [1.4289, -4.3960, 1.9166], [2.1333, -3.0852, 2.8080], [6.1404, -1.5013, 2.9142], [5.2079, -0.4995, 4.0884], [6.7552, 0.1281, 3.3145], [2.8887, -3.4477, -0.8787], [2.5948, -2.8281, -2.3928], [1.3036, -2.7484, -1.1377], [6.1767, -0.0728, -4.4122], [6.0630, 0.5472, -2.7868], [4.5727, 0.2472, -3.7357], [9.1867, -1.4367, -2.2018], [9.4503, -2.0780, -0.6015], [9.6587, -0.3219, -0.9373], [2.4715, 3.0204, 3.5259], [2.7922, 2.1671, 1.9835], [4.0429, 2.2172, 3.3287]],
  "lowdin_spin": [2.01, 0.00, 0.00, 0.00, 0.00, 0.00, 0.00, 0.00, 0.00, 0.00, 0.00, 0.00, 0.00, 0.00, 0.00, 0.00, 0.00, 0.00, 0.00, 0.00, 0.00, 0.00, 0.00, 0.00, 0.00, 0.00, 0.00, 0.00, 0.00, 0.00, 0.00, 0.00, 0.00, 0.00, 0.00, 0.00, 0.00, 0.00, 0.00, 0.00, 0.00, 0.00, 0.00, 0.00, 0.00, 0.00, 0.00, 0.00, 0.00, 0.00, 0.00, 0.00, 0.00, 0.00, 0.00, 0.00, 0.00, 0.00, 0.00, 0.00, 0.00, 0.00, 0.00, 0.00, 0.00, 0.00, 0.00, 0.00, 0.00, 0.00, 0.00, 0.00, 0.00, 0.00, 0.00, 0.00, 0.00, 0.00, 0.00, 0.00, 0.00, 0.00, 0.00, 0.00, 0.00, 0.00, 0.00, 0.00, 0.00, 0.00, 0.00, 0.00, 0.00, 0.00]
}


What is the formula in the second record?
CH2FNO3